A 7-piece molecular cluster, C21H38BN2O28S6 overall. Source: the Open Molecules 2025 dataset; level of theory: wB97M-V/def2-TZVPD.

```
96
Properties=species:S:1:pos:R:3:forces:R:3
N 1.55948 2.61205 -2.85228 -0.17 -1.23 0.54
C 2.80974 2.23746 -2.12271 -0.62 0.62 0.02
C 2.57543 2.26794 -0.57256 0.77 0.39 -0.82
N 2.19666 0.93413 0.00160 0.05 -0.72 0.99
C 1.64869 -0.05290 -0.77676 -0.64 -2.15 0.33
C 1.30929 -1.34616 -0.26677 0.64 1.34 1.28
C 1.53157 -1.62371 1.14590 -0.01 1.84 -0.76
C 1.14575 -3.00633 1.72339 0.06 -0.51 0.28
O 1.97389 -3.82474 1.98132 -0.17 0.76 -0.03
O -0.20098 -3.29212 1.98285 0.90 0.66 -1.11
C 2.10374 -0.57061 1.93991 -0.49 -0.23 -1.74
C 2.41676 0.72929 1.34796 -0.34 -1.42 0.86
C 2.97970 1.78522 2.30756 -0.13 -0.78 -0.52
B 2.09869 2.04260 3.63227 -0.60 1.16 1.28
O 2.50530 3.10261 4.49479 -4.32 -0.53 -4.92
O 0.94829 1.34399 3.98495 0.56 0.31 -1.02
H 1.21982 1.77485 -3.33733 0.01 0.59 -0.06
H 0.81644 2.84678 -2.17608 0.42 0.09 -0.57
H 3.19809 1.25107 -2.49151 -0.17 0.88 0.52
H 3.56732 3.01343 -2.37888 -0.34 -0.68 0.45
H 3.53306 2.62036 -0.11114 -0.99 -0.61 -0.13
H 1.75055 2.97011 -0.30137 0.67 -0.39 -0.30
H 1.43071 0.10034 -1.85551 0.48 0.43 1.12
H 0.89060 -2.13439 -0.92713 0.37 0.87 0.39
H -0.70272 -3.21924 1.14741 0.13 0.25 0.51
H 2.31107 -0.73810 3.01328 -0.19 0.28 -0.82
H 3.96787 1.38995 2.66175 -0.84 0.42 -0.32
H 3.19388 2.77589 1.85404 -0.18 -0.81 0.20
H 2.44973 3.90577 3.93836 0.51 -0.17 0.57
H 0.25585 1.95174 4.30026 0.55 -0.41 0.40
C 8.02692 0.17269 0.75756 0.59 -0.17 -0.30
C 8.61125 1.42129 1.38580 -0.01 -0.26 0.63
O 7.97255 2.50635 0.70389 -0.53 -0.26 -0.52
S 6.48100 2.06931 0.29401 1.11 -0.38 0.28
O 5.57728 2.56761 1.27622 -0.12 0.01 -0.45
O 6.30323 2.31141 -1.09286 -0.36 0.21 0.19
O 6.64752 0.48444 0.52825 -0.23 0.64 0.24
H 8.49274 -0.04200 -0.20678 0.00 0.00 0.04
H 8.11910 -0.69735 1.40470 -0.27 0.05 -0.01
H 9.69158 1.47806 1.27238 -0.10 0.22 -0.19
H 8.35341 1.48968 2.44594 0.03 -0.04 -0.02
C -2.94903 1.09486 -1.42503 0.19 -0.41 -0.54
C -2.23514 0.65424 -0.16716 -0.67 -0.13 0.27
O -1.32554 1.72354 0.13035 0.27 0.42 -0.50
S -1.98298 3.12312 -0.34704 -0.68 -0.63 -0.22
O -2.58541 3.73981 0.77755 0.26 0.26 -0.18
O -1.04562 3.79686 -1.18241 0.18 -0.04 0.37
O -3.14617 2.50795 -1.26997 0.48 0.23 0.67
H -2.32646 0.93224 -2.30981 0.00 0.00 0.02
H -3.90175 0.58994 -1.55662 0.15 0.37 0.02
H -1.69840 -0.28335 -0.30001 0.20 0.17 0.02
H -2.92932 0.55823 0.67030 0.02 -0.05 -0.05
C -5.43723 1.95928 -4.71444 0.50 0.33 -0.17
C -5.47007 1.16520 -6.00379 -0.58 0.27 -0.21
O -5.05494 -0.15319 -5.63044 0.19 -0.05 0.70
S -5.54874 -0.45976 -4.12764 0.28 0.78 -0.37
O -6.76072 -1.19929 -4.19349 0.21 -0.02 0.37
O -4.42572 -0.89176 -3.36609 -0.38 -0.24 -0.40
O -5.90572 1.05436 -3.70932 -0.12 -0.64 -0.22
H -4.41755 2.25670 -4.45695 -0.03 0.03 -0.03
H -6.07084 2.84292 -4.75718 -0.12 -0.16 0.19
H -4.80874 1.57659 -6.76321 0.13 -0.25 0.07
H -6.48494 1.09973 -6.40362 0.04 0.07 0.00
C -4.82911 -3.85655 0.41777 0.52 -0.25 -0.27
C -4.08460 -3.22810 1.57979 -0.38 -0.36 0.42
O -4.09049 -1.82261 1.30049 -0.10 0.09 -0.69
S -5.45396 -1.44539 0.51771 -0.16 -0.72 0.22
O -6.38771 -0.94586 1.45731 0.01 0.18 -0.29
O -5.10930 -0.73963 -0.66938 -0.20 -0.07 0.57
O -5.88936 -2.94446 0.11926 0.13 0.55 0.39
H -4.19048 -3.93860 -0.46582 -0.02 -0.05 0.02
H -5.22939 -4.83765 0.66584 -0.20 0.15 -0.03
H -3.06574 -3.59850 1.67025 0.02 0.23 -0.02
H -4.61247 -3.38768 2.52277 0.06 -0.05 -0.02
C -7.19148 -4.86201 -3.64785 0.08 0.51 0.27
C -6.88733 -4.24880 -4.99804 -0.67 -0.05 -0.34
O -5.56400 -4.69497 -5.31443 0.27 -0.34 0.62
S -5.33734 -6.16277 -4.68658 -0.52 0.43 -0.05
O -5.56639 -7.12721 -5.70081 0.24 -0.12 0.24
O -4.14794 -6.13741 -3.90849 0.01 -0.09 -0.20
O -6.60703 -6.16770 -3.69039 0.27 -0.04 -0.52
H -6.71274 -4.30013 -2.84123 -0.05 0.05 -0.04
H -8.26071 -4.92868 -3.45610 0.08 -0.24 -0.02
H -6.93357 -3.16279 -4.97956 0.26 -0.19 -0.02
H -7.56568 -4.62843 -5.76694 -0.01 -0.02 0.06
C 6.70416 1.51449 7.24483 0.53 -0.24 -0.11
C 7.09947 2.85576 6.65828 -0.09 0.29 0.58
O 6.40665 2.92585 5.40662 -0.20 -0.75 -0.30
S 5.00216 2.14199 5.53644 0.71 0.74 1.44
O 3.97788 3.08327 5.79648 3.31 -0.66 2.45
O 4.92209 1.19300 4.47484 -0.10 0.12 0.03
O 5.32458 1.35030 6.90484 -0.11 0.35 -0.44
H 7.26833 0.69968 6.78413 0.02 0.03 0.05
H 6.83643 1.47993 8.32441 -0.26 -0.01 -0.04
H 8.17351 2.94360 6.50881 -0.10 -0.01 -0.26
H 6.75172 3.68108 7.28408 0.05 -0.04 0.02
```
Positions in Å, forces in eV/Å.

Results
- E_LUMO: -3.598 eV
- Frontier orbital gap: 8.54 eV
- Charge: +1


A 2-piece molecular cluster, C21H38Br2O6S overall. Source: the Open Molecules 2025 dataset; level of theory: wB97M-V/def2-TZVPD.

```
68
Properties=species:S:1:pos:R:3:forces:R:3
C -3.66162 -1.75354 -1.28221 0.42 0.78 -0.86
C -3.07583 -0.98421 -2.51247 -0.10 -0.99 -0.09
C -1.54720 -1.14074 -2.63253 -0.21 0.31 -0.37
C -0.72385 -0.56659 -1.44542 -0.46 0.33 -0.08
C -1.41287 0.72793 -0.94469 -0.04 -0.40 0.72
C 0.78789 -0.41908 -1.72967 1.02 -0.24 -0.59
C 1.29518 -1.55307 -2.67680 -0.76 -0.35 0.15
C 1.05207 -2.99628 -2.15540 0.51 -0.03 -0.71
C 2.27421 -3.69413 -1.55140 -0.73 -0.37 0.31
Br 3.74548 -3.88376 -2.82612 -0.18 0.12 0.28
C 1.28220 0.94631 -2.34791 -0.48 -1.51 -0.45
C 0.55744 1.54518 -3.57085 1.22 1.30 0.88
C -0.43601 2.67313 -3.31060 2.60 -0.93 0.64
O -1.49876 2.59549 -3.73643 -3.93 0.11 -1.48
Br 0.01781 4.29079 -2.33818 0.47 0.00 0.05
O 1.47060 1.78876 -1.24337 0.19 0.57 -0.06
C 2.35442 1.03124 -0.43234 0.82 -0.76 -0.44
C 2.88410 1.67457 0.85058 -0.17 0.99 0.33
C 2.70218 3.22196 0.91779 -0.28 0.25 0.21
C 1.85465 3.67342 2.12157 -0.22 0.08 -0.15
S 0.17320 3.01029 1.81565 -0.14 -0.17 -0.11
C 1.77792 -0.42788 -0.48611 0.15 -0.38 -0.03
C 1.41576 -1.24146 0.78661 -1.01 0.38 -1.02
C 0.61923 -0.58366 1.89799 -0.19 -0.57 -1.04
O 1.10847 -0.47599 2.95482 1.28 0.54 2.64
O -0.68366 -0.16097 1.74779 -0.23 -0.55 -0.73
H -2.85719 -2.34811 -0.83780 -0.29 0.00 0.19
H -4.05305 -1.02383 -0.57061 -0.04 -0.40 0.19
H -4.44802 -2.42166 -1.63582 -0.04 0.05 0.37
H -3.49533 -1.46214 -3.40853 0.13 0.16 0.06
H -3.41328 0.05163 -2.57289 0.16 -0.06 0.25
H -1.25749 -0.67083 -3.58234 0.03 0.07 0.24
H -1.36379 -2.21250 -2.78920 0.13 0.17 0.19
H -0.81965 -1.30419 -0.63509 0.07 0.17 -0.09
H -1.91545 1.30215 -1.72155 0.35 -0.03 -0.06
H -0.74551 1.36026 -0.35600 -0.07 -0.01 -0.29
H -2.19869 0.42094 -0.24432 0.02 0.19 -0.18
H 2.36445 -1.44520 -2.89158 -0.14 0.13 0.17
H 0.80393 -1.49377 -3.65644 0.02 0.21 0.20
H 0.74821 -3.60770 -3.01494 0.03 0.03 0.17
H 0.21247 -3.06839 -1.45521 0.22 0.13 0.07
H 2.64109 -3.23446 -0.63366 0.23 0.15 -0.31
H 1.97789 -4.71129 -1.28380 0.23 0.06 -0.11
H 2.24654 0.62729 -2.78976 0.15 0.46 0.42
H 1.34662 1.98837 -4.19690 -0.17 0.11 0.17
H 0.10463 0.78240 -4.19984 -0.33 0.06 0.31
H 3.26798 0.93657 -1.04887 -0.18 0.12 0.02
H 3.96595 1.51050 0.86417 -0.19 -0.27 -0.02
H 2.51059 1.26159 1.79190 -0.22 -0.17 -0.32
H 2.22909 3.64351 0.02401 0.14 -0.33 -0.04
H 3.67685 3.71301 1.00954 -0.10 -0.11 0.00
H 2.30221 3.30451 3.04847 -0.27 0.03 -0.02
H 1.77769 4.76234 2.14010 0.20 -0.12 0.11
H -0.58336 3.38999 2.87089 0.60 0.10 -0.01
H 2.64265 -0.99007 -0.85902 -0.21 -0.04 0.10
H 2.33120 -1.65423 1.20995 -0.13 0.32 0.31
H 0.83073 -2.11171 0.45141 0.06 0.15 0.03
H -1.26754 -0.93216 1.85724 0.07 0.14 -0.22
C -2.78458 0.45766 5.80547 -0.23 -0.13 -0.31
C -1.78734 -0.65688 5.56124 0.19 0.15 -0.13
O -1.75621 -0.97847 4.17077 -0.19 0.06 0.03
O -4.07539 0.06862 5.35635 0.01 -0.14 0.12
H -2.84970 0.69978 6.86673 -0.03 0.00 -0.01
H -2.48987 1.35737 5.24982 0.24 0.04 0.15
H -2.09275 -1.56110 6.08769 -0.02 0.01 -0.02
H -0.78383 -0.37135 5.89105 -0.04 0.01 0.12
H -1.34283 -0.23373 3.70973 0.11 -0.09 0.10
H -3.93294 -0.44242 4.54733 -0.03 0.10 0.07
```
Positions in Å, forces in eV/Å.

Results
- E_LUMO: 0.320 eV
- Frontier orbital gap: 9.25 eV
- SMILES string: CCC[C@H](C)[C@]1(CCCBr)[C@H](CC(=O)O)[C@H](CCCS)O[C@@H]1CC(=O)Br.OCCO


C21H38N7OSe2Ti as an isolated structure. Source: the Open Molecules 2025 dataset; level of theory: wB97M-V/def2-TZVPD.

```
70
Properties=species:S:1:pos:R:3:forces:R:3
Ti -0.89464 0.92683 -1.35413 -0.32 0.31 -0.13
Se -1.72229 2.40529 -3.19926 0.02 -0.05 0.08
Se -0.77681 2.69026 0.44242 0.08 -0.16 -0.08
C -2.49251 1.92992 0.68925 -0.08 -0.18 0.08
C -3.55939 2.38881 1.44120 0.06 0.10 0.04
C -4.71537 1.62688 1.46509 -0.01 -0.06 -0.03
C -4.77942 0.43332 0.74522 0.01 0.04 0.02
C -3.69260 0.06024 -0.00965 -0.07 0.02 -0.06
N -2.56999 0.80265 -0.04080 0.01 0.02 -0.03
C 0.12367 2.84523 -3.05481 -0.02 -0.02 -0.01
C 0.83555 3.75873 -3.81405 0.01 0.00 0.01
C 2.18442 3.90809 -3.54110 0.00 -0.01 0.01
C 2.78609 3.14599 -2.53690 0.01 0.03 -0.03
C 2.01325 2.25784 -1.82891 -0.02 0.00 0.03
N 0.70147 2.11809 -2.08940 0.09 0.04 -0.02
H -3.48435 3.32313 1.98002 0.00 0.00 0.00
H -5.56981 1.96001 2.03996 0.00 0.00 0.00
H -5.66674 -0.18258 0.75761 0.00 0.00 0.00
H -3.70259 -0.83567 -0.61250 0.01 0.00 0.00
H 0.34299 4.33207 -4.58650 0.00 0.00 0.00
H 2.77231 4.61793 -4.10838 0.01 0.00 0.00
H 3.83764 3.24983 -2.31232 0.00 0.00 0.00
H 2.41878 1.64329 -1.03518 -0.01 -0.01 0.00
N 1.02130 0.70061 6.15845 0.00 0.00 0.00
C 1.33655 1.74426 5.11776 0.01 0.01 -0.01
C 1.48657 1.07307 3.75568 -0.03 0.02 0.01
N 0.34132 0.25974 3.36610 0.11 0.03 0.11
C 0.01013 -0.71484 4.39740 -0.03 0.02 0.02
C -0.19195 -0.11168 5.78424 -0.01 -0.01 0.00
H 0.87524 1.14657 7.06657 0.00 0.00 0.01
H 1.82598 0.07925 6.27484 0.00 0.00 -0.01
H 2.24529 2.25925 5.42487 0.00 0.00 0.01
H 0.50657 2.45037 5.13025 0.00 0.00 0.00
H 2.37854 0.43762 3.76376 0.00 0.00 0.00
H 1.65301 1.85191 3.01223 0.01 0.00 0.00
H -0.44959 0.85222 3.13661 -0.03 -0.03 -0.01
H 0.81518 -1.45609 4.44119 0.00 0.00 0.00
H -0.89806 -1.25234 4.12787 0.00 0.00 0.00
H -0.33229 -0.87510 6.54766 0.00 0.00 0.00
H -1.03865 0.57391 5.80750 0.00 0.00 0.00
C -3.30344 -2.49705 -3.14064 0.00 -0.01 0.00
C -2.04149 -1.99776 -2.48553 -0.03 0.04 0.06
O -2.02515 -0.52959 -2.45828 0.04 -0.10 0.00
H -3.29438 -3.58673 -3.15708 -0.01 0.00 0.00
H -3.37382 -2.15747 -4.17594 0.00 0.00 0.00
H -4.19566 -2.17573 -2.60299 0.00 0.00 0.00
H -1.15127 -2.32514 -3.02172 -0.01 -0.01 0.01
H -1.95952 -2.30841 -1.44514 0.00 -0.01 0.00
H -2.50260 -0.19200 -3.22948 0.07 0.02 -0.04
C 1.02113 -0.70361 -3.73260 0.01 0.02 0.00
N 1.40848 -1.64479 -2.68890 0.03 -0.01 0.00
C 1.94537 -2.90769 -3.21534 0.01 -0.01 0.00
C 1.25670 -1.43270 -1.37788 -0.10 -0.09 0.04
N 0.34445 -0.54793 -0.89714 0.17 0.05 -0.04
N 1.98579 -2.15346 -0.50670 -0.02 -0.01 -0.01
C 1.53121 -2.34772 0.86572 0.00 0.02 -0.01
C 3.39617 -2.48566 -0.74206 0.00 -0.02 0.00
H 0.47803 -1.23685 -4.51204 0.00 0.00 0.00
H 1.90602 -0.24814 -4.18095 0.00 0.00 0.00
H 0.38237 0.08882 -3.36295 0.01 -0.01 0.00
H 1.32128 -3.20947 -4.05535 0.00 0.00 0.00
H 1.90149 -3.68282 -2.45767 0.00 0.00 0.01
H 2.96812 -2.79995 -3.57468 0.00 0.01 0.00
H 0.48392 -0.42296 0.10654 0.04 0.02 -0.01
H 1.83454 -1.52351 1.51919 0.00 0.00 0.01
H 1.97284 -3.26906 1.23993 0.01 0.00 0.00
H 0.44866 -2.45536 0.89915 0.00 -0.01 0.00
H 3.97400 -2.12805 0.11048 0.00 0.00 0.00
H 3.76311 -1.98427 -1.63162 0.00 0.00 -0.01
H 3.54889 -3.55983 -0.83817 -0.01 0.00 0.00
```
Positions in Å, forces in eV/Å.

Results
- E_LUMO: -8.780 eV
- Frontier orbital gap: 7.02 eV
- Charge: +3